# 1
{
  "formula": "CH22O10",
  "method": "the ωB97M-V functional and the def2-TZVPD basis",
  "energy_ha": -803.62805,
  "total_charge": 0,
  "orbital_gap_ev": 10.03,
  "elements": ["O", "O", "O", "O", "O", "O", "O", "O", "O", "O", "C", "H", "H", "H", "H", "H", "H", "H", "H", "H", "H", "H", "H", "H", "H", "H", "H", "H", "H", "H", "H", "H", "H"],
  "xyz": [[-3.4700, -2.1127, -4.1063], [6.6083, 3.1162, -0.1166], [0.3347, -0.5696, 0.1065], [3.3843, 1.4921, 3.3524], [-4.0450, -3.5530, 0.3411], [-5.4315, 1.1824, -1.0544], [-3.3510, 2.1276, 3.2069], [-1.3452, -3.3785, 4.7127], [1.4432, -2.0843, -4.1733], [-0.9007, 4.3343, -1.0899], [6.9141, 1.8549, -0.6659], [6.0928, 2.9762, 0.6810], [2.7605, 0.9927, 2.8254], [1.8718, -1.7822, -4.9741], [1.9841, -2.8144, -3.8724], [0.5202, -0.8353, -0.7941], [-4.9795, -3.3529, 0.3942], [7.6434, 1.9521, -1.4702], [3.5082, 0.9646, 4.1415], [-2.5368, -1.9024, -4.1418], [-1.9258, -3.4848, 3.9591], [-2.5351, 1.8570, 3.6279], [-5.0316, 1.1175, -0.1872], [-5.1042, 0.4174, -1.5275], [5.9910, 1.5261, -1.1433], [-0.9459, -4.2402, 4.8314], [-0.9818, 3.4092, -1.3220], [-3.9888, 2.1624, 3.9199], [-3.7843, -1.9603, -4.9975], [-3.9225, -3.8935, -0.5451], [-1.6084, 4.4875, -0.4637], [-0.3424, -1.1784, 0.4017], [7.1739, 1.1727, 0.1435]],
  "atomic_forces_ev_per_a": [[-0.15, -0.08, 0.24], [0.48, 0.84, 0.18], [0.11, 0.18, 0.15], [0.15, 0.20, -0.04], [0.20, 0.04, 0.21], [-0.17, 0.15, -0.09], [-0.07, 0.03, -0.26], [0.06, 0.20, 0.13], [-0.25, 0.08, 0.14], [0.17, 0.17, -0.11], [-1.21, 0.05, -0.06], [-0.05, 0.05, -0.01], [-0.21, -0.10, -0.22], [0.09, 0.13, -0.21], [0.12, -0.20, 0.10], [0.10, -0.03, -0.28], [-0.24, 0.07, 0.05], [0.31, 0.04, 0.46], [0.05, -0.10, 0.22], [0.29, 0.05, 0.02], [-0.19, 0.01, -0.22], [0.25, -0.07, 0.06], [0.11, 0.04, 0.28], [0.09, -0.20, -0.18], [0.01, -0.67, -0.15], [0.12, -0.20, 0.07], [0.01, -0.24, -0.05], [-0.19, 0.03, 0.16], [-0.13, 0.03, -0.22], [0.06, -0.08, -0.27], [-0.18, 0.06, 0.17], [-0.21, -0.14, 0.12], [0.45, -0.31, -0.39]]
}


# 2
{
  "formula": "C32H28BrHgN2O3S2",
  "method": "the ωB97M-V functional and the def2-TZVPD basis",
  "s_squared": 0.82,
  "multiplicity": 2,
  "energy_ha": -5095.16955,
  "total_charge": 0,
  "orbital_gap_ev": [4.73, 7.13],
  "elements": ["Hg", "Br", "S", "S", "O", "O", "O", "N", "N", "C", "C", "C", "C", "C", "C", "C", "C", "C", "C", "C", "C", "C", "C", "C", "C", "C", "C", "C", "C", "C", "C", "C", "C", "C", "C", "C", "C", "C", "C", "C", "C", "H", "H", "H", "H", "H", "H", "H", "H", "H", "H", "H", "H", "H", "H", "H", "H", "H", "H", "H", "H", "H", "H", "H", "H", "H", "H", "H", "H"],
  "xyz": [[-0.0261, -0.0501, -0.0976], [0.7127, 5.7179, 4.5754], [3.7358, 0.3687, -0.6692], [-0.5953, 0.2060, -4.0004], [-0.5147, 1.9941, -0.0130], [-0.4567, -0.0885, -2.5347], [2.4011, 0.0734, -0.0597], [-0.0696, -0.2418, 2.1093], [-0.1807, -2.2188, 0.1586], [-0.2893, -3.1489, -0.7865], [5.2061, 2.7056, -0.6984], [4.0373, 2.0854, -0.2746], [-0.1403, -4.8914, 0.8246], [1.0945, 0.3700, -4.6663], [-1.3979, 2.4255, -5.3841], [1.9139, 1.5815, -4.2300], [-0.2625, 2.7183, 1.0707], [0.0075, 5.0098, 1.9022], [-1.9921, 4.5051, -4.3374], [-1.7046, 3.9688, -3.0903], [-1.1010, 1.9100, -4.1279], [4.4881, 4.7091, 0.4243], [3.1007, 2.7469, 0.4995], [0.1161, -4.2905, 3.2090], [-0.2587, 4.1094, 0.8878], [3.4204, 0.5740, -2.4507], [0.2127, -3.3034, 4.1706], [2.3499, 1.6109, -2.7605], [0.2838, 3.1590, 3.4038], [-1.8382, 3.7342, -5.4852], [-0.0659, -2.5574, 1.4748], [-0.2785, -4.5015, -0.4896], [0.1647, -1.9566, 3.8436], [0.2907, 4.5103, 3.1637], [3.3297, 4.0723, 0.8477], [-1.2576, 2.6574, -2.9731], [0.0114, -1.5338, 2.5086], [5.4244, 4.0283, -0.3484], [-0.0260, -3.9344, 1.8500], [0.0391, 0.8317, 2.8619], [0.0025, 2.2105, 2.3967], [1.4893, 1.4560, -2.1077], [1.3441, 2.4879, -4.4372], [0.1506, -5.3384, 3.4778], [-0.3960, -2.7849, -1.8005], [5.9348, 2.1645, -1.2922], [-0.4764, 4.4685, -0.1113], [1.5584, -0.5763, -4.3797], [-0.0081, 6.0754, 1.7194], [0.9637, 0.3622, -5.7513], [-2.0712, 4.1509, -6.4564], [4.6682, 5.7392, 0.7034], [2.5967, 4.5983, 1.4473], [2.8042, 1.6183, -4.8658], [-1.8331, 4.5670, -2.1974], [-2.3479, 5.5241, -4.4181], [-0.1298, -5.9421, 1.0886], [-1.2875, 1.8133, -6.2729], [0.5041, 2.7947, 4.3996], [0.3236, -3.5864, 5.2107], [2.2004, 2.2335, 0.8168], [6.3271, 4.5282, -0.6751], [0.2411, -1.2230, 4.6334], [2.7427, 2.6041, -2.5387], [-0.3794, -5.2252, -1.2867], [3.1270, -0.4313, -2.7615], [-1.0384, 2.2302, -1.9977], [0.1984, 0.7190, 3.9330], [4.3828, 0.8176, -2.9077]],
  "atomic_forces_ev_per_a": [[-0.32, -0.03, -0.40], [-0.02, -0.04, -0.03], [-0.17, 0.26, -0.17], [0.21, 0.07, 0.12], [0.03, 0.19, 0.05], [-0.02, -0.19, -0.34], [0.22, -0.34, 0.03], [0.03, -0.12, 0.32], [0.11, -0.10, 0.60], [-0.01, 0.13, -0.14], [-0.03, -0.01, 0.01], [0.12, 0.04, 0.08], [-0.02, 0.04, -0.03], [-0.02, 0.11, 0.08], [0.03, -0.01, 0.00], [0.02, -0.05, 0.12], [0.04, -0.16, 0.33], [-0.10, -0.02, -0.03], [0.01, -0.02, 0.03], [0.01, 0.00, -0.06], [-0.19, 0.03, -0.04], [-0.02, -0.04, 0.01], [-0.05, -0.04, -0.02], [0.01, -0.02, 0.03], [-0.03, 0.03, 0.04], [-0.08, 0.05, 0.16], [-0.01, -0.01, -0.04], [-0.02, -0.09, -0.06], [-0.02, -0.05, -0.06], [0.01, 0.04, -0.01], [-0.04, 0.09, -0.01], [-0.01, -0.08, 0.02], [0.02, -0.06, 0.04], [0.04, 0.12, 0.11], [0.07, 0.05, -0.01], [0.03, -0.07, 0.01], [-0.03, -0.05, -0.19], [0.00, 0.02, -0.03], [-0.01, 0.05, 0.02], [0.01, 0.15, -0.04], [-0.04, -0.04, -0.14], [0.00, 0.04, 0.00], [0.02, 0.01, -0.06], [-0.01, 0.01, -0.01], [0.02, 0.00, 0.01], [0.02, 0.01, 0.03], [0.04, -0.02, 0.00], [-0.01, -0.03, -0.07], [0.02, 0.00, -0.01], [0.01, -0.02, 0.01], [0.00, 0.00, 0.01], [0.00, 0.00, -0.01], [0.05, -0.04, -0.02], [-0.02, 0.02, -0.04], [-0.01, -0.01, 0.00], [0.01, 0.00, 0.00], [0.02, 0.01, 0.01], [-0.03, 0.01, 0.01], [-0.01, 0.02, 0.00], [0.01, 0.01, -0.01], [0.15, 0.05, -0.01], [0.00, 0.00, 0.01], [-0.02, 0.02, -0.03], [-0.01, 0.00, 0.01], [0.01, 0.00, 0.01], [0.05, -0.01, -0.04], [-0.03, 0.12, -0.10], [0.00, 0.03, 0.01], [-0.01, -0.04, -0.03]]
}